Entry 1:
19
Properties=species:S:1:pos:R:3 method="wB97M-V/def2-TZVPD" e_homo_ev=-8.29 fmax_ev_per_a=9.67 smiles=C[C@]12CCN[C@@H]1[C@H]2O charge=0 gap_ev=9.1420 relative_energy_kcal_mol=187.55
C -0.2401 -1.1536 0.9329
C 0.3216 -0.0364 0.4795
C -0.7280 1.1751 0.4831
C -1.4492 0.5606 -0.7305
C 0.7969 -0.0819 -0.9868
C 1.7136 -0.2808 0.1817
H 0.3224 -2.1380 0.8095
H -1.3410 -1.3143 0.7763
H -0.3968 -0.8649 1.9792
H -1.1261 0.9985 1.4961
H -0.3282 2.1908 0.2252
H -1.9051 1.1545 -1.7842
H -2.5302 0.1457 -0.5657
H -0.8198 -0.9581 -2.3904
H 0.8484 1.0115 -1.3324
H 2.0058 -1.2806 0.2830
H 2.6707 0.8604 1.2066
N -0.5761 -0.7140 -1.3042
O 2.7613 0.7255 0.2411

---

Entry 2:
92
Properties=species:S:1:pos:R:3 method="wB97M-V/def2-TZVPD" e_homo_ev=-8.32 fmax_ev_per_a=5.52 charge=0 gap_ev=5.3154 relative_energy_kcal_mol=0.00
C -0.8581 0.4824 4.6406
C -0.6962 2.0900 4.6157
N 0.7141 2.4650 4.3352
C 0.9779 3.9242 4.4943
C -0.0512 4.8918 3.7525
C 1.1941 1.9374 3.0645
S 0.4468 2.1863 1.5832
S 2.7710 0.9412 3.0443
C 2.7045 0.0248 1.4168
C 3.3800 0.8363 0.2195
C 3.4093 -0.1174 -1.0876
C 2.9122 0.6064 -2.4124
C 3.2355 -0.4205 -3.6030
C 2.7053 -1.9085 -3.3729
N 3.7987 -2.8738 -3.0256
C 1.3837 1.0313 -2.1659
C 0.2157 0.2650 -2.9438
C -0.9475 1.2478 -3.5003
C -1.9808 1.6970 -2.3737
C -2.8849 0.4229 -1.9561
C -3.1961 0.3970 -0.3938
F -4.1037 1.4880 -0.2004
F -2.0698 0.7647 0.3949
C -3.9609 -0.8811 0.1334
F -5.2205 -0.8980 -0.5099
F -4.2575 -0.6858 1.4923
S -3.1730 -2.5371 -0.1550
F -1.6552 -1.9231 -0.4119
F -3.5614 -2.5899 -1.7600
F -4.6257 -3.2533 0.2479
F -2.7966 -2.5991 1.4806
F -2.5279 -4.0503 -0.3120
N 1.3164 2.5177 -2.3770
C 2.4574 3.0163 -2.7894
F 2.4065 4.3763 -3.0300
C 3.6283 1.9531 -2.9166
C 5.0155 2.4205 -2.2902
I 6.6424 0.9565 -2.6123
C 5.5799 3.8154 -2.8459
C 5.1872 4.1587 -4.3560
I 5.1733 5.4839 -1.4549
H -0.6983 0.0167 3.6141
H -1.8936 0.1672 5.0077
H -0.0778 0.0856 5.3812
H -1.0027 2.4296 5.6661
H -1.4048 2.4806 3.8157
H 2.0328 4.1667 4.1562
H 0.9380 4.1371 5.6170
H 0.3145 5.9605 3.9423
H -1.1027 4.7740 4.1666
H -0.0959 4.7648 2.6278
H 3.3266 -0.9236 1.5909
H 1.6498 -0.3225 1.1774
H 2.7925 1.7994 0.0151
H 4.4217 1.1327 0.5667
H 2.7733 -1.0282 -0.8003
H 4.4780 -0.5208 -1.1528
H 2.6765 -0.0243 -4.5282
H 4.3284 -0.4674 -3.8961
H 2.1497 -2.2666 -4.3113
H 1.9260 -1.9676 -2.5302
H 3.4481 -3.4767 -2.2742
H 4.6243 -2.3409 -2.7190
H 1.0214 0.9532 -1.0772
H 0.5488 -0.3450 -3.8371
H -0.2244 -0.4867 -2.1975
H -1.5390 0.5951 -4.2370
H -0.5325 2.1021 -4.1304
H -2.6866 2.4564 -2.8651
H -1.5232 2.2309 -1.4844
H -2.3354 -0.4913 -2.3307
H -3.8769 0.5434 -2.5008
H 0.5417 3.1815 -2.2573
H 3.8307 1.7153 -4.0164
H 4.9692 2.5312 -1.1512
H 6.7199 3.7214 -2.8295
H 4.4041 4.9932 -4.4049
H 6.1234 4.6215 -4.8316
H 4.9265 3.2642 -4.9989
B -5.7430 -6.2945 3.3816
O -6.5688 -7.0404 4.3471
C -6.5394 -6.3659 5.4970
O -7.1152 -6.7045 6.4998
C -5.7037 -5.1633 5.3399
O -5.4729 -4.3411 6.1908
O -5.2288 -5.1117 4.0953
O -4.6366 -7.1287 2.8774
C -4.7724 -7.2077 1.5545
O -4.0286 -7.8192 0.8284
C -5.9573 -6.4396 1.1360
O -6.3571 -6.3097 0.0056
O -6.5370 -5.8963 2.2049

---

Entry 3:
7
Properties=species:S:1:pos:R:3 method="wB97M-V/def2-TZVPD" e_homo_ev=-10.88 fmax_ev_per_a=2.31 smiles=N#CN.F charge=0 gap_ev=11.1716 relative_energy_kcal_mol=6.94
C 0.5590 0.2496 0.5453
N 0.5015 1.3569 0.8706
N 0.9240 -0.9123 -0.0600
F -2.0112 1.0849 -0.8602
H -1.5137 0.8328 -0.1328
H 0.9527 -1.5946 0.6444
H 0.5877 -1.0172 -1.0074

---

Entry 4:
19
Properties=species:S:1:pos:R:3 method="wB97M-V/def2-TZVPD" e_homo_ev=-13.96 fmax_ev_per_a=4.93 smiles=N[C@@H]1CC[NH2+][C@H]1P charge=+1 gap_ev=10.8855 relative_energy_kcal_mol=38.82
C 0.7624 -0.4976 1.1858
C 0.3696 -1.6834 0.2156
C 0.5495 0.8178 0.4491
C -0.7857 0.5582 -0.3108
N 1.5427 1.1730 -0.5274
N -0.1412 -0.8677 -0.9125
P -2.5309 0.2720 0.4296
H 0.1192 -0.7085 2.1206
H 1.7597 -0.4838 1.3787
H 1.0864 -2.3639 -0.2718
H -0.4593 -2.2915 0.5683
H 0.2947 1.7328 1.0420
H -0.7086 1.2557 -1.2413
H 1.5690 2.1013 -0.9061
H 2.3852 0.8099 -0.1269
H 0.5759 -0.2092 -1.3312
H -0.6880 -1.4232 -1.5591
H -3.1369 0.2110 -0.9665
H -2.5637 1.5970 0.7640

---

Entry 5:
62
Properties=species:S:1:pos:R:3 method="wB97M-V/def2-TZVPD" e_homo_ev="-14.79 / -14.79" fmax_ev_per_a=0.38 multiplicity=4 charge=+2 gap_ev="7.9687 / 7.9858" s2=3.753
Er 0.3582 -0.7560 -0.5953
C 2.7355 2.3976 -3.1084
C 1.6993 1.5036 -2.5055
N 1.9593 0.3434 -2.0285
C 3.3086 -0.2278 -2.0815
C 3.1938 -1.7439 -2.1126
N 2.3313 -2.2165 -1.0074
C 1.9277 -3.6435 -1.1312
C 0.7288 -3.9184 -0.2408
N -0.4100 -3.0858 -0.7074
C -1.5468 -3.0196 0.2449
C -2.6394 -2.1036 -0.3085
N -2.0241 -0.9104 -0.8827
C -2.6523 0.1835 -1.0706
C -4.0693 0.4392 -0.6758
C -1.8598 1.2657 -1.7516
C -2.4313 2.4082 -2.2854
C -1.6075 3.3287 -2.9073
C -0.2409 3.0927 -2.9827
C 0.2568 1.9210 -2.4423
N -0.5523 1.0367 -1.8528
H 3.5469 2.5541 -2.3951
H 2.3490 3.3666 -3.4017
H 3.1700 1.9266 -3.9934
H 3.8727 0.0994 -1.2026
H 3.8613 0.1024 -2.9598
H 4.1888 -2.1894 -2.0694
H 2.7355 -2.0526 -3.0530
H 2.8592 -2.1365 -0.1404
H 2.7473 -4.3174 -0.8773
H 1.6661 -3.8299 -2.1745
H 0.9590 -3.6359 0.7868
H 0.4866 -4.9819 -0.2449
H -0.7563 -3.4966 -1.5705
H -1.1678 -2.6243 1.1918
H -1.9687 -4.0045 0.4465
H -3.3570 -1.8834 0.4822
H -3.1860 -2.6173 -1.1042
H -4.2782 -0.0111 0.2938
H -4.7557 -0.0136 -1.3979
H -4.2868 1.5005 -0.6079
H -3.4945 2.5863 -2.2232
H -2.0248 4.2327 -3.3308
H 0.4023 3.8128 -3.4645
O -0.5466 2.8812 6.7184
N 0.0814 1.9063 6.3763
O 0.7806 1.2162 7.0824
C -0.0104 1.5227 4.9519
C 0.7148 0.4588 4.5014
C 0.6240 0.1278 3.1517
C -0.2017 0.8232 2.2306
O -0.3283 0.4481 1.0129
C -0.9190 1.9101 2.7821
C -0.8350 2.2523 4.1082
N -1.8285 2.7101 1.9400
O -1.6743 2.6595 0.7290
O -2.6713 3.3696 2.5007
N 1.3945 -1.0046 2.7084
O 1.9586 -1.6983 3.5025
O 1.4844 -1.2464 1.4711
H 1.3485 -0.1007 5.1751
H -1.4060 3.0822 4.5003

---

Entry 6:
76
Properties=species:S:1:pos:R:3 method="wB97M-V/def2-TZVPD" e_homo_ev=-9.26 fmax_ev_per_a=10.65 charge=0 gap_ev=8.1021
C -0.5562 3.3885 2.3266
C -0.0147 3.3085 1.0188
C 0.3241 1.9496 0.1629
O 0.9505 2.4754 -1.0095
C 2.2960 2.2832 -1.3541
Br 2.1830 2.6410 -3.3886
N 2.9918 1.0401 -1.2059
C 3.0914 0.0930 -2.3451
C 4.2208 0.9093 -0.4408
C 5.6857 1.5175 -0.7341
O 4.2171 0.0833 0.5437
P 3.2503 3.9083 -0.8563
O 4.5503 4.2043 -1.9252
Cl 1.9477 5.5643 -1.3051
N 0.9881 1.0409 1.0521
C 1.9430 1.4836 2.0339
O 2.8336 2.3518 1.9559
F 1.8289 0.8913 3.3568
C 0.8643 -0.3847 1.0460
O 0.3895 -1.1542 1.9295
F 1.4292 -1.1306 -0.0701
C -1.1148 1.4250 -0.5138
O -0.7198 0.4290 -1.4330
C -1.4957 -0.6934 -1.8017
I -3.3112 -0.2476 -3.0080
C -1.6255 -1.8819 -0.7424
C -2.7909 -2.9473 -0.8431
C -3.7058 -3.1019 0.5072
C -2.8299 -3.5406 1.7842
O -2.7493 -2.4027 2.6823
C -2.1217 -2.7689 3.9094
C -2.0562 -1.5883 5.0292
O -1.6616 -3.9317 4.1428
C -0.5231 -1.3308 -2.9834
C -0.9959 -2.7119 -3.5931
O -0.4428 -3.9109 -2.9192
C 0.9287 -4.0934 -3.2491
O 1.6361 -4.7121 -2.3860
B -1.5141 2.7033 -1.5265
O -2.1382 3.9368 -1.1519
O -1.2860 2.5783 -2.9686
S -2.4637 1.1628 0.7036
O -1.9861 0.6165 2.0500
O -3.2409 2.4222 1.0971
F -3.7063 0.1110 0.2548
H -0.4600 2.5129 3.0622
H -1.1344 4.3103 2.7123
H 0.1148 4.3476 0.5169
H 3.9339 0.3391 -3.1099
H 2.1006 -0.1900 -2.8507
H 3.4574 -0.9114 -1.8747
H 5.7258 2.5702 -0.2839
H 6.5217 0.8671 -0.2687
H 5.8946 1.5092 -1.8791
H 4.7922 3.4292 -2.4803
H -1.6239 -1.4919 0.3573
H -0.6202 -2.4686 -0.7976
H -3.5301 -2.8899 -1.7066
H -2.3013 -4.0007 -0.9427
H -4.4099 -2.2178 0.6767
H -4.3970 -4.0087 0.2704
H -3.3402 -4.4715 2.2510
H -1.8003 -3.9056 1.3971
H -1.5792 -1.9986 5.9813
H -1.4666 -0.7372 4.5362
H -3.1358 -1.2012 5.1957
H -0.3387 -0.4880 -3.7397
H 0.4693 -1.5395 -2.4100
H -2.1159 -2.9078 -3.6760
H -0.5804 -2.7787 -4.6793
H 1.4593 -3.6933 -4.1841
H -3.1175 3.8429 -1.1113
H -1.9949 3.1027 -3.4114
O -0.3317 0.8071 6.1466
H 0.5909 0.5207 6.1497
H -0.2824 1.7557 6.3204

---

Entry 7:
26
Properties=species:S:1:pos:R:3 method="wB97M-V/def2-TZVPD" e_homo_ev="-8.31 / -8.46" fmax_ev_per_a=3.95 charge=0 gap_ev="7.7783 / 7.9458" relative_energy_kcal_mol=104.61
C -2.7354 -1.4463 -1.5752
C -3.0148 -0.7530 -0.4243
C -1.4856 -1.8516 -1.9753
C -1.9458 -0.3275 0.2756
C -0.3807 -1.3454 -1.2949
C -0.6119 -0.5550 -0.1739
C -0.2208 2.6451 -0.3304
C 0.5449 -0.1288 0.6710
C 1.1931 1.2734 2.4050
C 2.8116 -0.0542 -0.3070
N 0.1006 0.5817 1.7408
N 1.4974 0.6051 -0.1823
P 1.0483 1.9689 -1.0133
H -3.5679 -2.0671 -2.0212
H -4.0695 -0.7310 -0.0386
H -1.4300 -2.4971 -2.7895
H -2.0008 0.3156 1.1081
H 0.6031 -1.4687 -1.6493
H -0.9481 3.3735 -0.4520
H 1.1748 -1.0841 1.0504
H 0.7727 2.1413 3.0183
H 1.5586 0.5812 3.3247
H 1.7890 1.6427 1.5617
H 2.7169 -0.7382 -1.1192
H 3.6433 0.5871 -0.4074
H 2.9569 -0.6677 0.5984

---

Entry 8:
52
Properties=species:S:1:pos:R:3 method="wB97M-V/def2-TZVPD" e_homo_ev=-8.21 fmax_ev_per_a=1.28 smiles="CCN(CC)CCCN1C(=O)c2oc3ccccc3c(=O)c2[C@@H]1c1cccs1" charge=0 gap_ev=7.9476 relative_energy_kcal_mol=16.40
C -3.6949 -2.9606 -0.9227
H -2.6270 -2.8013 -1.0512
H -4.1955 -2.7663 -1.8673
H -3.8532 -4.0049 -0.6647
C -4.2533 -2.0729 0.1979
N -3.9804 -0.6532 0.1341
C -2.6006 -0.2614 0.3340
H -1.9166 -0.7480 -0.3806
C -2.1386 -0.5441 1.7681
C -0.9861 0.3559 2.2213
N 0.2684 0.0626 1.5714
C 1.2401 -0.6737 2.1711
O 1.1645 -1.2276 3.2427
C 2.3895 -0.6297 1.2158
C 2.0594 0.1129 0.1326
C 2.9853 0.3567 -0.9568
O 2.7384 1.0109 -1.9545
C 4.2843 -0.2991 -0.6951
C 5.3243 -0.1734 -1.6210
C 6.5420 -0.7739 -1.4011
C 6.7492 -1.5189 -0.2427
C 5.7428 -1.6590 0.6868
C 4.5059 -1.0507 0.4687
O 3.5556 -1.2272 1.4287
H 5.8814 -2.2299 1.5911
H 7.7045 -1.9903 -0.0694
H 7.3371 -0.6698 -2.1231
H 5.1310 0.4105 -2.5083
C 0.6619 0.6365 0.2965
C 0.6183 2.1310 0.2940
C -0.0927 2.9496 -0.5264
C 0.1195 4.3191 -0.2511
C 0.9849 4.5152 0.7740
S 1.5702 3.0360 1.4255
H 1.3239 5.4411 1.1941
H -0.3535 5.1165 -0.7950
H -0.7368 2.5906 -1.3086
H 0.0133 0.2767 -0.5127
H -0.8168 0.2018 3.2907
H -1.2345 1.4069 2.0444
H -1.8286 -1.5835 1.8782
H -2.9846 -0.3661 2.4334
H -2.5527 0.8183 0.1655
C -4.6802 0.1058 -0.8810
C -4.0397 0.1884 -2.2734
H -4.6739 0.7868 -2.9232
H -3.9227 -0.7943 -2.7196
H -3.0618 0.6613 -2.2239
H -5.6819 -0.3201 -0.9726
H -4.7892 1.1283 -0.4970
H -3.8594 -2.4303 1.1526
H -5.3408 -2.1890 0.2300

---

Entry 9:
14
Properties=species:S:1:pos:R:3 method="wB97M-V/def2-TZVPD" e_homo_ev=-9.30 fmax_ev_per_a=2.50 smiles=CC1(C)CN1 charge=0 gap_ev=10.4151 relative_energy_kcal_mol=27.50
C 0.1901 0.1647 1.5656
C -0.0392 0.0677 0.0703
C -0.2149 -1.3493 -0.4748
C 0.5307 1.0984 -0.9065
H 0.2516 1.1668 1.9431
H -0.5567 -0.3842 2.0874
H 1.2090 -0.2062 1.9399
H -1.2369 -1.6138 -0.1661
H -0.2257 -1.2233 -1.6090
H 0.5112 -2.1697 -0.0855
H 1.0656 1.9587 -0.6400
H 0.8181 0.6019 -1.8620
H -1.4399 0.8018 -1.3164
N -0.8629 1.0864 -0.5459

---

Entry 10:
60
Properties=species:S:1:pos:R:3 method="wB97M-V/def2-TZVPD" e_homo_ev="-10.79 / -10.93" fmax_ev_per_a=0.71 multiplicity=4 charge=+1 gap_ev="7.0762 / 7.0545" relative_energy_kcal_mol=3.35 s2=3.781
Cr 0.3926 0.5897 0.2753
Br 0.8849 -0.6786 -6.8146
C 1.0768 -0.1234 -5.0236
C 2.3511 -0.0746 -4.4479
C 2.5167 0.3191 -3.1405
C 1.4115 0.6537 -2.3507
O 1.6060 1.0100 -1.0827
C 0.1302 0.6190 -2.9443
C -1.0174 1.0883 -2.2298
N -1.0442 1.1963 -0.9449
C -2.0276 1.9287 -0.2462
C -3.3565 2.0309 -0.5352
C -4.1679 2.8837 0.2480
C -3.6475 3.6126 1.2804
C -2.2749 3.4979 1.6132
C -1.6410 4.1972 2.6635
C -0.3100 3.9942 2.9085
C 0.3938 3.0586 2.1357
N -0.1583 2.3924 1.1463
C -1.4788 2.6275 0.8557
C -0.0201 0.2379 -4.2897
H 3.2120 -0.3549 -5.0395
H 3.5016 0.3539 -2.6953
H -1.8779 1.4253 -2.8028
H -3.7881 1.4571 -1.3456
H -5.2208 2.9586 0.0137
H -4.2768 4.2733 1.8618
H -2.2148 4.8894 3.2669
H 0.2045 4.5199 3.6992
H 1.4333 2.8479 2.3539
H -1.0111 0.2053 -4.7236
C 4.5054 -1.1815 3.0335
C 3.0483 -1.2474 3.2868
N 2.4575 -1.9113 4.2210
N 1.1211 -1.6841 4.0297
C 0.8546 -0.8898 2.9931
S -0.6227 -0.3831 2.3790
N 2.0972 -0.5897 2.5191
N 2.2724 0.1884 1.3772
H 5.0150 -1.7672 3.7934
H 4.8715 -0.1547 3.0799
H 4.7476 -1.5939 2.0527
H 0.4433 -2.1296 4.6268
H 2.8956 0.9692 1.5641
H 2.6622 -0.3778 0.6219
F -4.4127 -3.0890 -1.0827
C -3.1674 -3.4167 -1.4060
F -3.1484 -3.9581 -2.6134
F -2.6995 -4.2918 -0.5210
S -2.1449 -1.8833 -1.3700
O -2.1454 -1.4313 -0.0047
O -2.7117 -1.0309 -2.3729
N -0.7354 -2.4310 -1.8675
S 0.5931 -2.4932 -1.0911
O 1.7080 -2.7289 -1.9416
O 0.7845 -1.3920 -0.1150
C 0.5319 -3.9287 0.0698
F 0.2579 -5.0344 -0.5969
F 1.7253 -4.0447 0.6595
F -0.3858 -3.7302 1.0101

---

Entry 11:
11
Properties=species:S:1:pos:R:3 method="wB97M-V/def2-TZVPD" e_homo_ev=-13.34 fmax_ev_per_a=1.58 smiles="N/C=C/[NH3+]" charge=+1 gap_ev=9.6716 relative_energy_kcal_mol=26.24
C -0.5864 0.3474 0.0322
C 0.5013 -0.4219 0.2125
N 1.2010 -0.6195 1.3455
N -0.9651 0.6724 -1.3592
H -1.1560 0.7508 0.8465
H 0.9866 -0.8171 -0.6707
H 2.0753 -1.1142 1.3118
H 0.7033 -0.6334 2.2211
H -1.9859 0.7468 -1.4161
H -0.7571 -0.1326 -1.9499
H -0.5597 1.5523 -1.6757

---

Entry 12:
12
Properties=species:S:1:pos:R:3 method="wB97M-V/def2-TZVPD" e_homo_ev=-10.09 fmax_ev_per_a=8.25 smiles="C#CCOC(=O)C=O" charge=0 gap_ev=9.2978 relative_energy_kcal_mol=152.06
C -0.4613 2.2730 1.4204
C 0.5106 1.3892 0.4531
C 0.5632 -0.7413 -0.7102
C 0.0011 -2.1472 -0.7516
C -0.8045 -3.0798 -0.7447
H -1.4129 1.5017 1.6210
H 0.4693 -0.1387 -1.6837
H 1.7381 -0.7716 -0.6237
H -1.7103 -3.9089 -1.1799
O -0.2350 3.3338 2.1621
O 1.0130 2.1809 -0.4627
O 0.3287 0.1089 0.4998